1.
Computed, not measured: a single C3H3N3O2 molecule at a distorted geometry, with ωB97M-V/def2-TZVPD.

CARTESIAN COORDINATES (ANGSTROEM)
C -1.88 0.92 -0.47
C 0.02 -1.11 -0.30
C 0.47 0.07 0.19
N -1.87 -0.21 -0.77
N -1.21 -1.27 -0.84
N 1.76 0.21 0.74
O 2.12 1.34 1.00
O 2.43 -0.79 0.93
H -2.40 1.83 -0.32
H 0.63 -2.00 -0.30
H -0.06 1.01 0.16

Computed properties:
Energy above the lowest of the compared OMol25 structures with the same formula, charge and spin: 189.2 kcal/mol
2S+1: 1
HOMO-LUMO gap: 8.6 eV
E_LUMO: -0.84 eV

Atom charges from the Löwdin analysis, given in e for atoms 1 to 6: 0.179 -0.084 -0.050 -0.048 0.014 -0.427



2.
Computed, not measured: a molecular structure, C11H4BeClIN4OS4, with ωB97M-V/def2-TZVPD.

CARTESIAN COORDINATES (ANGSTROEM)
Be -0.02 -0.13 0.09
S 2.19 -0.07 -0.61
S 3.14 1.53 0.19
S 1.53 2.95 0.68
S -0.07 2.27 -0.34
Cl -3.47 0.16 5.65
C -2.97 0.10 3.97
C -3.92 0.06 2.98
C -3.55 0.02 1.63
I -5.03 -0.02 0.15
C -2.22 0.00 1.21
O -1.78 -0.02 0.02
C -1.25 0.04 2.29
N 0.03 0.03 1.85
C 1.02 0.10 2.70
C 0.77 0.17 4.08
C -0.51 0.16 4.56
C -1.59 0.10 3.65
H -4.96 0.06 3.25
H 2.02 0.13 2.28
H 1.61 0.23 4.76
H -0.71 0.20 5.62
N 2.13 -5.96 -0.32
C 1.33 -5.11 -0.30
N 0.35 -4.26 -0.26
C 0.24 -2.99 -0.24
N -0.01 -1.85 -0.22

Computed properties:
Charge: -2
Energy above the lowest of the compared OMol25 structures with the same formula, charge and spin: 14.4 kcal/mol
2S+1: 1
HOMO-LUMO gap: 4.2 eV
E_LUMO: 3.84 eV

Atom charges from the Löwdin analysis, given in e for atoms 1 to 6: -0.197 -0.036 -0.233 -0.239 -0.038 0.604



3.
Computed, not measured: a single C6H7NO2 molecule at a distorted geometry, with ωB97M-V/def2-TZVPD.

CARTESIAN COORDINATES (ANGSTROEM)
C 0.83 -2.44 -0.08
C -0.08 -1.35 0.02
O -1.30 -1.52 0.06
N 0.56 -0.09 -0.04
C -0.12 1.14 0.12
C 0.64 2.39 0.08
C -1.66 1.24 0.13
C -2.68 0.50 -0.02
O -3.82 0.29 -0.16
H 0.95 -3.03 -1.03
H 0.74 -3.17 0.83
H 1.84 -1.96 0.04
H 1.55 -0.10 -0.28
H -0.13 3.22 0.33
H 1.20 2.47 -0.96
H 1.48 2.42 0.95

Computed properties:
Energy above the lowest of the compared OMol25 structures with the same formula, charge and spin: 76.2 kcal/mol
2S+1: 1
HOMO-LUMO gap (spin up / spin down): 7.9 / 7.9 eV
E_LUMO (spin up / spin down): -0.36 / -0.36 eV
SMILES: CC(=O)NC(C)=C=C=O

Atom charges from the Löwdin analysis, given in e for atoms 1 to 6: -0.024 -0.498 0.082 0.107 -0.268 -0.102



Repeat the second record exactly.
Computed, not measured: a molecular structure, C11H4BeClIN4OS4, with ωB97M-V/def2-TZVPD.

CARTESIAN COORDINATES (ANGSTROEM)
Be -0.02 -0.13 0.09
S 2.19 -0.07 -0.61
S 3.14 1.53 0.19
S 1.53 2.95 0.68
S -0.07 2.27 -0.34
Cl -3.47 0.16 5.65
C -2.97 0.10 3.97
C -3.92 0.06 2.98
C -3.55 0.02 1.63
I -5.03 -0.02 0.15
C -2.22 0.00 1.21
O -1.78 -0.02 0.02
C -1.25 0.04 2.29
N 0.03 0.03 1.85
C 1.02 0.10 2.70
C 0.77 0.17 4.08
C -0.51 0.16 4.56
C -1.59 0.10 3.65
H -4.96 0.06 3.25
H 2.02 0.13 2.28
H 1.61 0.23 4.76
H -0.71 0.20 5.62
N 2.13 -5.96 -0.32
C 1.33 -5.11 -0.30
N 0.35 -4.26 -0.26
C 0.24 -2.99 -0.24
N -0.01 -1.85 -0.22

Computed properties:
Charge: -2
Energy above the lowest of the compared OMol25 structures with the same formula, charge and spin: 14.4 kcal/mol
2S+1: 1
HOMO-LUMO gap: 4.2 eV
E_LUMO: 3.84 eV

Atom charges from the Löwdin analysis, given in e for atoms 1 to 6: -0.197 -0.036 -0.233 -0.239 -0.038 0.604



Q: What is the energy above the lowest of the compared OMol25 structures with the same formula, charge and spin in the second record?
A: 14.4 kcal/mol